Version A
C4H8O2 as an isolated structure. Source: the Open Molecules 2025 dataset; level of theory: ωB97M-V/def2-TZVPD.

XYZ file:
```
14
Properties=species:S:1:pos:R:3
O -0.744 -0.735 2.019
C -1.021 -0.954 0.645
C -0.052 -0.255 -0.227
C 1.433 -0.291 -0.499
O 1.194 0.588 -1.646
C -0.135 0.530 -1.303
H -1.311 -1.339 2.517
H -2.027 -0.597 0.376
H -0.980 -2.030 0.420
H 0.147 2.257 0.312
H 2.108 0.206 0.202
H 1.837 -1.253 -0.825
H 0.431 2.781 -0.136
H -0.881 1.093 -1.855
```

Values from the calculation:
**HOMO energy**: -8.774 eV
**Gap between HOMO and LUMO**: 9.53 eV
**LUMO energy**: 0.751 eV



Version B
A 2-piece molecular cluster, C4H8O2 overall. Source: the Open Molecules 2025 dataset; level of theory: ωB97M-V/def2-TZVPD.

XYZ file:
```
14
Properties=species:S:1:pos:R:3
C 1.162 -0.435 -1.088
O 0.115 -1.193 -1.153
C -0.816 -1.406 -0.259
C -0.776 -0.711 1.052
C -1.205 0.712 0.760
O -0.434 1.626 0.561
H 1.335 0.200 -0.232
H 2.285 2.609 -0.455
H 1.795 -0.472 -1.960
H -1.595 -2.072 -0.598
H 0.237 -0.712 1.486
H -1.474 -1.194 1.743
H -2.298 0.853 0.628
H 1.580 2.471 -0.260
```

Values from the calculation:
**HOMO energy (alpha / beta)**: -7.450 / -7.508 eV
**Gap between HOMO and LUMO (alpha / beta)**: 8.15 / 7.92 eV
**LUMO energy (alpha / beta)**: 0.698 / 0.408 eV



Which structure is the least stable? The one labeled version B.



Version A
A 2-piece molecular cluster, C4H8O2 overall. Source: the Open Molecules 2025 dataset; level of theory: ωB97M-V/def2-TZVPD.

XYZ file:
```
14
Properties=species:S:1:pos:R:3
C 1.476 -1.062 -4.489
C 0.280 -1.683 -4.021
O 0.176 -1.909 -2.827
H 1.372 -0.298 -5.418
H 2.326 -1.885 -4.867
H 1.899 -0.509 -3.635
H -0.574 -2.013 -4.641
C -0.479 1.029 4.344
C -1.753 1.705 4.121
O -1.980 2.906 4.255
H -0.028 0.483 3.458
H -0.422 0.442 5.293
H 0.330 1.763 4.593
H -2.625 1.029 3.834
```

Values from the calculation:
**HOMO energy**: -9.981 eV
**Gap between HOMO and LUMO**: 10.91 eV
**LUMO energy**: 0.928 eV
**SMILES**: CC=O.CC=O



Version B
One molecule with the formula C4H8O2. Source: the Open Molecules 2025 dataset; level of theory: ωB97M-V/def2-TZVPD.

XYZ file:
```
14
Properties=species:S:1:pos:R:3
O -1.119 1.470 -1.041
C -1.605 0.862 -0.096
C -0.858 -0.175 0.646
C 0.028 -1.080 -0.224
C 1.386 -0.333 -0.345
O 1.227 1.043 -0.028
H -2.571 1.203 0.308
H -1.458 -0.681 1.410
H -0.018 0.548 1.000
H 0.157 -2.062 0.249
H -0.398 -1.249 -1.220
H 2.111 -0.734 0.372
H 1.798 -0.401 -1.353
H 0.494 1.363 -0.616
```

Values from the calculation:
**HOMO energy**: -10.026 eV
**Gap between HOMO and LUMO**: 10.88 eV
**LUMO energy**: 0.855 eV
**SMILES**: O=CCCCO



Which structure is the least stable? The one labeled version A.



Version A
A 2-piece molecular cluster, C4H8O2 overall. Source: the Open Molecules 2025 dataset; level of theory: ωB97M-V/def2-TZVPD.

XYZ file:
```
14
Properties=species:S:1:pos:R:3
C -0.735 -0.493 -1.950
C -1.708 0.120 -1.201
O -1.964 -0.055 0.132
H -0.871 -0.672 -2.999
H 0.140 -0.903 -1.441
H -2.575 0.602 -1.708
H -1.093 -0.341 0.481
C 0.703 0.964 1.640
C 1.427 -0.167 1.446
O 1.748 -0.762 0.184
H 0.480 1.193 2.632
H 0.319 1.577 0.774
H 1.673 -0.843 2.230
H 2.455 -0.222 -0.220
```

Values from the calculation:
**HOMO energy**: -8.660 eV
**Gap between HOMO and LUMO**: 9.50 eV
**LUMO energy**: 0.843 eV
**SMILES**: C=CO.C=CO



Version B
One molecule with the formula C4H8O2. Source: the Open Molecules 2025 dataset; level of theory: ωB97M-V/def2-TZVPD.

XYZ file:
```
14
Properties=species:S:1:pos:R:3
C 0.626 -1.150 -1.918
C -0.020 -1.033 -0.574
C 0.061 0.035 0.219
O 0.395 1.275 -0.226
O -0.160 -0.043 1.539
C -0.702 1.111 2.153
H -0.099 -1.303 -2.719
H 1.254 -0.289 -2.183
H 1.282 -2.026 -1.905
H -0.453 -1.928 -0.157
H 0.342 1.165 -1.186
H -0.966 0.822 3.170
H 0.031 1.919 2.171
H -1.592 1.444 1.616
```

Values from the calculation:
**HOMO energy**: -8.119 eV
**Gap between HOMO and LUMO**: 8.98 eV
**LUMO energy**: 0.859 eV
**SMILES**: C/C=C(\O)OC



Which structure is the least stable? The one labeled version A.



Version A
One molecule with the formula C4H8O2. Source: the Open Molecules 2025 dataset; level of theory: ωB97M-V/def2-TZVPD.

XYZ file:
```
14
Properties=species:S:1:pos:R:3
C -0.650 -0.879 -0.159
C -1.596 0.311 -0.242
O -0.723 1.385 -0.508
C 0.386 1.200 0.299
C 2.053 -0.542 0.139
O 0.490 -0.255 0.501
H -1.043 -1.709 0.438
H -0.326 -1.249 -1.137
H -2.323 0.255 -1.052
H -2.106 0.463 0.720
H 0.306 1.598 1.316
H 1.272 1.578 -0.206
H 2.224 -1.464 0.703
H 1.883 -0.826 -0.918
```

Values from the calculation:
**HOMO energy**: -7.261 eV
**Gap between HOMO and LUMO**: 7.99 eV
**LUMO energy**: 0.733 eV



Version B
A 2-piece molecular cluster, C4H8O2 overall. Source: the Open Molecules 2025 dataset; level of theory: ωB97M-V/def2-TZVPD.

XYZ file:
```
14
Properties=species:S:1:pos:R:3
C -1.323 -0.460 0.882
O -0.978 0.815 0.617
C 0.336 1.127 0.218
C 1.387 0.063 0.140
C 0.689 0.484 -1.123
O -0.311 -0.289 -1.686
H -0.608 -1.009 1.474
H -1.253 -1.651 -0.186
H -2.379 -0.469 1.139
H 0.580 2.155 0.493
H 1.199 -0.938 0.517
H 2.405 0.405 0.284
H 1.294 1.090 -1.813
H -0.674 -1.138 -1.080
```

Values from the calculation:
**HOMO energy**: -8.816 eV
**Gap between HOMO and LUMO**: 9.45 eV
**LUMO energy**: 0.630 eV



Which structure is the least stable? The one labeled version A.



Version A
A 11-piece molecular cluster, H22O11 overall. Source: the Open Molecules 2025 dataset; level of theory: ωB97M-V/def2-TZVPD.

XYZ file:
```
33
Properties=species:S:1:pos:R:3
O 0.740 0.079 -0.606
H 0.014 -0.086 -1.218
H 1.438 0.441 -1.163
O -2.725 1.792 0.781
H -2.161 2.573 0.815
H -3.198 1.807 1.621
O 0.339 -3.095 0.845
H 1.282 -3.294 0.829
H 0.274 -2.314 1.406
O 0.718 -0.684 -2.741
H 0.017 -1.344 -2.693
H 1.512 -1.167 -2.487
O 3.094 1.385 1.951
H 3.091 0.452 1.711
H 3.027 1.380 2.913
O -0.701 -2.759 -1.768
H -1.416 -2.284 -1.331
H -0.136 -3.051 -1.043
O 0.244 -0.101 3.121
H -0.087 0.561 3.738
H 0.462 0.403 2.329
O -3.332 -2.442 0.910
H -3.620 -1.931 0.145
H -3.829 -3.264 0.845
O 4.216 -2.053 -1.665
H 3.973 -2.179 -0.741
H 3.505 -1.510 -2.023
O -2.072 3.697 -1.939
H -1.197 3.995 -2.209
H -2.622 3.846 -2.716
O -0.500 4.123 1.087
H 0.299 3.605 1.238
H -0.803 3.838 0.218
```

Values from the calculation:
**HOMO energy**: -10.332 eV
**Gap between HOMO and LUMO**: 10.26 eV
**LUMO energy**: -0.072 eV
**SMILES**: O.O.O.O.O.O.O.O.O.O.O



Version B
A 11-piece molecular cluster, H22O11 overall. Source: the Open Molecules 2025 dataset; level of theory: ωB97M-V/def2-TZVPD.

XYZ file:
```
33
Properties=species:S:1:pos:R:3
O 0.419 0.279 0.705
H 0.491 -0.383 1.395
H 0.920 -0.221 -0.021
O -1.232 -1.238 4.198
H -1.989 -0.779 4.507
H -1.216 -2.093 4.645
O 3.463 -3.481 -0.092
H 2.514 -3.725 0.097
H 3.360 -3.309 -0.988
O 4.872 0.915 0.155
H 4.883 1.686 0.859
H 4.827 0.172 0.785
O -1.039 -1.027 -2.385
H -0.631 -1.881 -2.737
H -0.851 -0.313 -2.945
O 1.272 0.234 -2.062
H 0.402 0.193 -1.733
H 1.555 1.044 -1.603
O -0.044 -2.489 3.055
H -0.504 -1.774 2.517
H 0.889 -2.563 2.889
O -2.762 1.270 1.145
H -2.721 1.895 1.857
H -2.333 0.490 1.604
O -1.197 4.187 -0.208
H -1.826 3.724 -0.700
H -0.976 3.422 0.344
O -2.784 0.531 -0.845
H -2.557 -0.066 -1.579
H -3.686 0.602 -1.077
O -0.839 1.566 -3.753
H -0.436 2.300 -4.074
H -0.245 0.828 -3.954
```

Values from the calculation:
**HOMO energy**: -10.526 eV
**Gap between HOMO and LUMO**: 10.48 eV
**LUMO energy**: -0.042 eV
**SMILES**: O.O.O.O.O.O.O.O.O.O.O



Version C
A 11-piece molecular cluster, H22O11 overall. Source: the Open Molecules 2025 dataset; level of theory: ωB97M-V/def2-TZVPD.

XYZ file:
```
33
Properties=species:S:1:pos:R:3
O 0.294 -0.787 2.533
H 0.579 -0.378 3.431
H 0.598 -0.242 1.855
O 0.753 -2.012 -3.365
H -0.137 -1.545 -3.480
H 0.747 -2.400 -2.483
O 0.225 0.267 -1.089
H 0.962 -0.279 -0.900
H -0.399 0.148 -1.778
O -1.571 0.767 -4.799
H -0.693 0.545 -5.329
H -1.656 0.149 -4.131
O 3.775 0.787 2.766
H 4.319 0.139 2.443
H 3.692 0.792 3.603
O 1.895 4.721 1.088
H 1.020 4.305 1.130
H 2.723 4.193 0.870
O -3.067 0.901 2.932
H -3.436 0.172 3.319
H -2.638 0.421 2.170
O -3.322 0.141 -0.183
H -3.798 0.286 -0.984
H -3.753 0.691 0.449
O -1.980 -2.465 0.894
H -2.402 -1.988 0.127
H -1.172 -1.861 0.849
O 2.316 1.684 -0.448
H 1.614 1.373 0.203
H 3.135 1.422 0.119
O 0.795 -3.081 -0.567
H 0.077 -3.279 0.123
H 0.505 -3.589 -1.367
```

Values from the calculation:
**HOMO energy**: -10.936 eV
**Gap between HOMO and LUMO**: 10.69 eV
**LUMO energy**: -0.247 eV
**SMILES**: O.O.O.O.O.O.O.O.O.O.O



Version D
A 11-piece molecular cluster, H22O11 overall. Source: the Open Molecules 2025 dataset; level of theory: ωB97M-V/def2-TZVPD.

XYZ file:
```
33
Properties=species:S:1:pos:R:3
O 0.851 1.008 -1.399
H 1.661 0.617 -1.208
H 1.015 1.892 -1.262
O -0.714 2.458 1.880
H -0.790 1.695 1.625
H -0.791 2.548 2.841
O 2.955 -1.232 -0.383
H 3.432 -1.926 -0.054
H 2.514 -0.694 0.290
O -3.192 -0.960 0.991
H -2.344 -0.713 0.784
H -3.317 -0.610 1.925
O -0.433 -0.054 0.713
H -0.229 -1.015 0.934
H -0.237 0.345 -0.258
O 0.690 -2.187 0.587
H -0.161 -2.437 0.329
H 1.403 -2.439 -0.072
O -2.071 -2.889 0.045
H -2.296 -2.195 0.612
H -2.669 -3.092 -0.676
O 2.045 2.637 0.856
H 1.984 3.568 0.902
H 1.089 2.616 1.164
O 2.525 0.206 2.260
H 3.388 0.242 2.209
H 2.247 0.851 1.688
O -2.454 1.499 -2.176
H -3.068 1.240 -2.803
H -1.895 0.851 -2.238
O -0.526 -0.416 -3.588
H -0.592 -1.409 -3.596
H -0.016 -0.002 -2.938
```

Values from the calculation:
**HOMO energy**: -10.731 eV
**Gap between HOMO and LUMO**: 11.01 eV
**LUMO energy**: 0.282 eV
**SMILES**: O.O.O.O.O.O.O.O.O.O.O



Which structure is the least stable? The one labeled version B.



Version A
A 11-piece molecular cluster, H22O11 overall. Source: the Open Molecules 2025 dataset; level of theory: ωB97M-V/def2-TZVPD.

XYZ file:
```
33
Properties=species:S:1:pos:R:3
O -19.112 -11.150 23.559
H -18.367 -10.694 23.250
H -18.921 -12.045 23.244
O -15.233 -9.045 26.552
H -14.924 -8.909 25.658
H -15.106 -9.981 26.745
O -16.330 -5.789 22.414
H -16.647 -6.353 21.747
H -16.727 -6.236 23.143
O -16.612 -9.823 22.953
H -16.168 -10.457 23.498
H -16.568 -10.155 22.047
O -13.892 -9.035 24.315
H -13.242 -9.731 24.437
H -14.283 -9.323 23.499
O -17.615 -7.502 24.060
H -18.483 -7.653 23.773
H -16.997 -8.188 23.705
O -19.351 -8.347 22.155
H -19.860 -8.969 22.703
H -18.452 -8.638 22.091
O -16.944 -6.570 26.716
H -16.540 -6.650 27.519
H -16.858 -7.466 26.348
O -19.782 -6.040 20.930
H -20.550 -6.503 20.638
H -19.239 -6.787 21.127
O -20.478 -5.757 23.554
H -21.280 -6.186 23.350
H -20.025 -5.988 22.768
O -19.222 -5.106 25.876
H -19.524 -5.602 25.110
H -18.441 -5.546 26.147
```

Values from the calculation:
**HOMO energy**: -9.095 eV
**Gap between HOMO and LUMO**: 7.87 eV
**LUMO energy**: -1.227 eV
**SMILES**: O.O.O.O.O.O.O.O.O.O.O



Version B
A 11-piece molecular cluster, H22O11 overall. Source: the Open Molecules 2025 dataset; level of theory: ωB97M-V/def2-TZVPD.

XYZ file:
```
33
Properties=species:S:1:pos:R:3
O 1.066 0.812 -0.069
H 0.398 0.416 0.503
H 1.841 0.253 0.055
O 1.559 3.102 1.463
H 0.644 3.230 1.189
H 1.609 3.537 2.322
O -3.219 3.477 -1.868
H -2.376 3.156 -1.529
H -3.812 2.723 -1.776
O -0.834 -2.165 3.286
H -1.636 -2.211 3.818
H -1.082 -2.580 2.452
O 4.056 -1.064 1.900
H 3.488 -1.038 1.122
H 4.826 -1.568 1.612
O 0.000 -3.488 -2.348
H -0.655 -2.864 -2.015
H 0.014 -4.188 -1.686
O -3.057 -1.765 0.931
H -3.647 -1.784 1.693
H -3.376 -2.480 0.369
O 4.733 1.675 -1.559
H 4.733 2.632 -1.680
H 4.471 1.330 -2.420
O -2.373 -1.524 -1.253
H -2.159 -2.440 -1.462
H -2.026 -1.400 -0.362
O -2.257 3.494 0.625
H -2.819 3.099 1.302
H -1.821 4.224 1.079
O 1.566 -1.314 -1.878
H 1.388 -2.065 -2.456
H 0.758 -1.220 -1.360
```

Values from the calculation:
**HOMO energy**: -10.562 eV
**Gap between HOMO and LUMO**: 10.09 eV
**LUMO energy**: -0.471 eV
**SMILES**: O.O.O.O.O.O.O.O.O.O.O



Which structure is the least stable? The one labeled version B.